[1]
{"formula": "C22H28N2O3S", "method": "ωB97M-V/def2-TZVPD", "species": ["C", "H", "O", "C", "C", "C", "C", "C", "S", "C", "O", "N", "C", "H", "C", "H", "C", "C", "C", "H", "H", "H", "H", "C", "C", "C", "O", "N", "C", "C", "C", "C", "C", "C", "H", "C", "H", "H", "H", "H", "H", "H", "H", "H", "H", "H", "H", "H", "H", "H", "H", "H", "H", "H", "H", "H"], "positions_angstrom": [[-5.110, -3.279, 2.191], [-5.136, -2.185, 2.260], [-5.687, -3.737, 0.993], [-4.994, -3.323, -0.162], [-5.067, -1.844, -0.392], [-6.179, -1.063, -0.474], [-5.886, 0.299, -0.692], [-4.550, 0.563, -0.743], [-3.626, -0.897, -0.557], [-3.929, 1.863, -1.107], [-4.304, 2.449, -2.108], [-2.966, 2.350, -0.297], [-2.515, 1.784, 0.949], [-3.177, 0.975, 1.257], [-1.074, 1.292, 0.813], [-0.749, 0.885, 1.771], [-0.165, 2.445, 0.379], [-0.726, 3.068, -0.904], [-2.182, 3.492, -0.715], [-2.607, 3.864, -1.649], [-2.253, 4.276, 0.048], [-0.132, 3.936, -1.191], [-0.674, 2.337, -1.714], [1.281, 1.993, 0.155], [1.972, 1.519, 1.439], [3.453, 1.283, 1.175], [4.309, 2.066, 1.517], [3.680, 0.120, 0.502], [4.890, -0.418, 0.046], [6.119, 0.192, 0.266], [7.268, -0.409, -0.218], [7.208, -1.602, -0.913], [5.983, -2.222, -1.140], [4.834, -1.621, -0.656], [3.874, -2.092, -0.825], [5.920, -3.514, -1.896], [6.332, -3.387, -2.897], [4.897, -3.868, -1.985], [6.510, -4.277, -1.390], [8.112, -2.060, -1.285], [8.223, 0.065, -0.046], [6.168, 1.121, 0.807], [2.869, -0.439, 0.276], [1.510, 0.604, 1.813], [1.892, 2.294, 2.202], [1.295, 1.197, -0.593], [1.850, 2.834, -0.248], [-0.172, 3.208, 1.167], [-1.040, 0.494, 0.067], [-2.558, 2.570, 1.714], [-6.631, 1.066, -0.803], [-7.175, -1.458, -0.387], [-3.939, -3.633, -0.110], [-5.479, -3.854, -0.987], [-5.700, -3.705, 2.999], [-4.069, -3.614, 2.281]], "mulliken_charge": [-0.621, 0.247, -0.355, -0.622, 0.218, -0.435, -0.657, 0.000, -0.154, 0.933, -0.658, 0.156, -1.356, 0.541, -0.420, 0.351, 0.620, -0.777, -1.149, 0.480, 0.365, 0.437, 0.332, -1.101, -0.830, 0.513, -0.647, -0.026, 0.666, -0.660, -0.633, -0.546, 0.656, -0.575, 0.240, -1.450, 0.329, 0.341, 0.333, 0.414, 0.374, 0.528, 0.147, 0.329, 0.431, 0.301, 0.350, 0.328, 0.144, 0.372, 0.506, 0.468, 0.403, 0.292, 0.241, 0.286], "homo_energy_ev": -8.49, "smiles": "COCc1ccc(C(=O)N2CCC(CCC(=O)Nc3cccc(C)c3)CC2)s1", "multiplicity": 1, "energy_ev": -43227.22054, "e_above_lowest_kcal_mol": 10.6}


[2]
{"formula": "C22H28N2O6S", "method": "ωB97M-V/def2-TZVPD", "species": ["C", "H", "O", "C", "C", "C", "C", "C", "C", "O", "C", "H", "H", "H", "O", "C", "H", "H", "H", "C", "O", "N", "C", "C", "C", "C", "C", "C", "H", "H", "S", "O", "O", "N", "C", "C", "C", "C", "H", "H", "C", "C", "H", "H", "H", "H", "H", "H", "H", "H", "H", "H", "H", "H", "H", "H", "H", "H", "H"], "positions_angstrom": [[-8.062, -2.415, -0.642], [-9.121, -2.263, -0.845], [-7.541, -1.132, -0.391], [-6.218, -1.008, -0.085], [-5.344, -2.086, -0.010], [-4.025, -1.888, 0.347], [-3.562, -0.621, 0.657], [-4.418, 0.489, 0.559], [-5.749, 0.299, 0.156], [-6.561, 1.405, 0.050], [-7.414, 1.507, -1.072], [-7.635, 2.570, -1.173], [-6.923, 1.150, -1.981], [-8.344, 0.955, -0.925], [-3.821, 1.676, 0.808], [-4.565, 2.832, 1.133], [-4.979, 3.309, 0.242], [-3.847, 3.504, 1.604], [-5.372, 2.609, 1.832], [-2.169, -0.431, 1.166], [-1.904, 0.101, 2.216], [-1.238, -0.975, 0.311], [0.144, -1.035, 0.446], [0.807, -0.613, 1.599], [2.185, -0.707, 1.670], [2.901, -1.213, 0.603], [2.257, -1.637, -0.545], [0.882, -1.552, -0.623], [0.369, -1.886, -1.514], [2.847, -2.035, -1.355], [4.684, -1.310, 0.648], [5.098, -2.593, 0.157], [5.137, -0.911, 1.954], [5.050, -0.178, -0.531], [6.242, -0.440, -1.311], [7.507, 0.020, -0.592], [7.386, 1.501, -0.247], [6.141, 1.725, 0.609], [6.012, 2.786, 0.829], [6.260, 1.186, 1.551], [4.875, 1.191, -0.074], [4.394, 2.075, -1.224], [4.113, 3.053, -0.842], [3.527, 1.620, -1.697], [5.169, 2.205, -1.973], [4.074, 1.143, 0.673], [7.324, 2.088, -1.166], [8.270, 1.834, 0.301], [8.378, -0.162, -1.224], [7.615, -0.562, 0.326], [6.262, -1.518, -1.479], [6.139, 0.068, -2.275], [2.720, -0.397, 2.554], [0.238, -0.215, 2.422], [-1.599, -1.346, -0.557], [-3.363, -2.737, 0.430], [-5.690, -3.086, -0.210], [-7.591, -2.879, -1.515], [-7.952, -3.071, 0.226]], "mulliken_charge": [-0.978, 0.249, -0.393, 0.865, -0.672, -0.951, -0.357, 0.309, 1.040, -0.481, -0.765, 0.291, 0.336, 0.243, -0.465, -0.798, 0.228, 0.314, 0.332, 0.490, -0.625, -0.136, 0.871, -0.561, -0.349, -0.314, -0.696, -0.961, 0.332, 0.430, 1.523, -0.794, -0.707, 0.133, -0.980, -0.497, -0.750, -0.769, 0.427, 0.350, 0.179, -1.711, 0.439, 0.372, 0.318, 0.376, 0.278, 0.389, 0.405, 0.280, 0.515, 0.394, 0.527, 0.553, 0.252, 0.492, 0.425, 0.391, 0.363], "homo_energy_ev": -8.57, "smiles": "COc1ccc(C(=O)Nc2ccc(S(=O)(=O)N3CCCC[C@H]3C)cc2)c(OC)c1OC", "multiplicity": 1, "energy_ev": -49367.81546, "e_above_lowest_kcal_mol": 43.4}


[3]
{"formula": "C22H28N3O4ReS", "method": "ωB97M-V/def2-TZVPD", "species": ["Re", "C", "O", "C", "C", "O", "C", "C", "O", "C", "H", "H", "H", "H", "H", "H", "H", "H", "H", "H", "H", "H", "H", "H", "C", "C", "C", "C", "C", "C", "C", "C", "C", "S", "C", "N", "H", "H", "H", "H", "H", "H", "H", "H", "N", "C", "O", "C", "C", "C", "N", "C", "C", "H", "H", "H", "H", "H", "H"], "positions_angstrom": [[0.015, 0.058, -0.224], [-1.220, 2.704, 1.280], [-0.378, 1.501, 1.383], [-0.190, 1.080, 2.762], [1.144, 0.386, 2.791], [1.209, -0.550, 1.680], [0.938, -1.937, 2.039], [-0.533, -2.197, 1.899], [-0.895, -1.727, 0.570], [-2.120, -2.359, 0.069], [-0.814, 3.445, 1.964], [-1.153, 3.066, 0.260], [-2.244, 2.450, 1.546], [-0.170, 1.960, 3.405], [-1.033, 0.457, 3.058], [1.961, 1.088, 2.644], [1.314, -0.137, 3.731], [1.508, -2.551, 1.345], [1.301, -2.142, 3.045], [-0.744, -3.264, 1.971], [-1.145, -1.673, 2.633], [-2.003, -3.435, 0.172], [-2.968, -1.999, 0.648], [-2.226, -2.091, -0.975], [2.368, -1.750, -1.392], [1.197, -1.731, -2.321], [1.266, -2.423, -3.533], [0.235, -2.352, -4.434], [-0.900, -1.570, -4.144], [-2.004, -1.445, -5.022], [-3.075, -0.663, -4.681], [-3.085, 0.040, -3.462], [-2.021, -0.071, -2.596], [-1.972, 0.779, -1.058], [-0.926, -0.885, -2.916], [0.115, -0.991, -2.003], [2.850, -2.727, -1.403], [2.093, -1.532, -0.360], [3.116, -1.015, -1.701], [2.151, -3.007, -3.746], [0.293, -2.882, -5.377], [-1.985, -1.975, -5.965], [-3.921, -0.573, -5.349], [-3.931, 0.667, -3.210], [5.034, 4.040, -3.538], [4.524, 4.125, -2.298], [4.881, 4.897, -1.442], [3.405, 3.150, -1.928], [3.126, 3.049, -0.569], [2.119, 2.225, -0.139], [1.361, 1.485, -0.989], [1.608, 1.618, -2.313], [2.608, 2.426, -2.807], [5.764, 4.692, -3.789], [4.706, 3.409, -4.245], [3.699, 3.647, 0.128], [1.871, 2.160, 0.907], [0.950, 1.089, -2.986], [2.718, 2.500, -3.880]], "mulliken_charge": [1.686, -1.098, -0.467, -0.500, -0.702, -0.489, -0.685, -0.443, -0.370, -0.720, 0.468, 0.386, 0.354, 0.665, 0.229, 0.384, 0.487, 0.286, 0.494, 0.635, 0.232, 0.371, 0.327, 0.267, -1.325, 1.082, -1.021, -0.844, 0.695, -0.812, -0.936, -0.496, 1.233, -0.464, -0.759, 1.025, 0.603, -0.149, 0.269, 0.646, 0.495, 0.488, 0.452, 0.534, -0.308, 0.326, -0.541, 0.888, -0.841, -0.295, 0.369, -0.277, -0.893, 0.264, 0.153, 0.566, 0.296, 0.397, 0.382], "charge": 3, "homo_energy_ev": [-17.21, -17.45], "multiplicity": 4, "energy_ev": -48868.01804}